--- i ---
Formula: C4H13NO3
Source: the Open Molecules 2025 dataset
Level of theory: ωB97M-V with the def2-TZVPD basis set

Geometry as XYZ:
```
21
Properties=species:S:1:pos:R:3:nbo_charge:R:1
C 1.9293 -1.2624 0.1643 -0.637
C 0.6739 -0.3889 -0.0888 -0.053
N 0.6885 0.2723 -1.4124 -0.833
C -0.5837 -1.2465 0.0498 -0.523
C -0.9175 -1.5333 1.5030 0.445
O -0.2652 -2.2714 2.1913 -0.517
H 2.1079 -1.3184 1.2352 0.229
H 2.8122 -0.9925 -0.4084 0.210
H 1.6772 -2.2910 -0.0390 0.207
H 0.7088 0.4725 0.5890 0.213
H 1.5709 0.7608 -1.4964 0.359
H 0.8175 -0.4334 -2.1321 0.344
H -0.4922 -2.2362 -0.4081 0.229
H -1.4511 -0.7911 -0.4440 0.220
H -1.8606 -1.1361 1.9172 0.109
O -0.1938 2.7733 1.1544 -0.942
H -0.7208 2.2186 1.7716 0.464
H -0.8637 3.3345 0.7671 0.481
O -1.9567 2.3955 -1.4489 -0.950
H -1.3107 1.7162 -1.2758 0.484
H -2.3703 1.9574 -2.1890 0.461
```

Summary:
Charge ... 0
E_LUMO ... 0.69 eV
SMILES string ... C[C@@H](N)CC=O.O.O

=====

--- ii ---
Formula: C4H13NO3
Source: the Open Molecules 2025 dataset
Level of theory: ωB97M-V with the def2-TZVPD basis set

Geometry as XYZ:
```
21
Properties=species:S:1:pos:R:3:nbo_charge:R:1
C 1.6305 -0.0660 1.5604 0.314
C 1.8976 0.3563 -1.1965 -0.273
O 1.6034 1.0084 0.0443 -0.691
O 2.7413 0.4206 1.9449 -0.732
H 2.4903 1.2539 0.6463 0.541
H 0.6877 0.2767 2.0099 0.127
H 1.5711 -1.0540 1.0761 0.127
H 2.7733 -0.2898 -1.0917 0.181
H 1.0314 -0.2432 -1.4695 0.216
H 2.0881 1.1130 -1.9595 0.188
C -1.8094 0.3945 -0.9394 0.079
C -1.6835 -1.6706 0.2592 -0.258
N -1.5607 1.3751 0.0706 -0.852
O -1.1561 -0.8739 -0.7809 -0.566
H -1.9632 1.1344 0.9668 0.356
H -0.5690 1.5564 0.1774 0.382
H -2.8923 0.2329 -1.0182 0.159
H -1.4354 0.7677 -1.8939 0.179
H -2.7536 -1.8659 0.1076 0.169
H -1.5465 -1.2095 1.2457 0.159
H -1.1449 -2.6170 0.2402 0.196
```

Summary:
Charge ... 0
E_LUMO ... 0.80 eV

=====

Which one sits at the top of the stability order? i does.

=====

--- i ---
Formula: C3H9N2S
Source: the Open Molecules 2025 dataset
Level of theory: ωB97M-V with the def2-TZVPD basis set

Geometry as XYZ:
```
15
Properties=species:S:1:pos:R:3:nbo_charge:R:1
N -2.2926 1.7566 0.6972 -0.870
C -2.2476 1.1962 -0.6005 -0.017
N -1.0229 0.4735 -0.9394 -0.697
C 0.3261 0.3181 -0.4378 -0.237
C 0.6123 -1.0463 0.1720 -0.542
S 2.4133 -1.2467 0.6832 -0.777
H -2.1103 1.0783 1.4159 0.373
H -1.9314 2.6851 0.8023 0.368
H -2.2952 1.9602 -1.3836 0.149
H -3.1110 0.5332 -0.7053 0.150
H -1.2470 -0.1593 -1.6927 0.344
H 1.0835 0.4142 -1.2245 0.186
H 0.5121 1.0945 0.3098 0.183
H -0.0306 -1.2165 1.0320 0.175
H 0.7818 -1.8049 -0.5855 0.213
```

Summary:
Charge ... -1
E_LUMO ... 3.68 eV
SMILES string ... NCNCC[S-]

=====

--- ii ---
Formula: C3H9N2S
Source: the Open Molecules 2025 dataset
Level of theory: ωB97M-V with the def2-TZVPD basis set

Geometry as XYZ:
```
15
Properties=species:S:1:pos:R:3:nbo_charge:R:1
N 0.8775 1.0961 1.8145 -0.844
C 0.8425 0.7257 0.3880 -0.216
C -0.3972 -0.0357 -0.0540 -0.095
N -0.3744 -1.3781 0.5943 -0.870
C -0.4800 -0.1437 -1.5751 -0.536
S -2.0694 -0.8900 -2.1310 -0.731
H 0.6214 0.2626 2.3467 0.359
H 0.1212 1.7566 1.9664 0.339
H 1.6861 0.0624 0.1904 0.164
H 1.0108 1.6147 -0.2116 0.182
H -1.3293 0.4219 0.2886 0.187
H -0.9699 -1.9350 -0.0293 0.390
H 0.5636 -1.7413 0.4226 0.319
H -0.4559 0.8684 -1.9837 0.178
H 0.3530 -0.6847 -2.0267 0.176
```

Summary:
Charge ... -1
E_LUMO ... 4.12 eV
SMILES string ... NC[C@H](N)C[S-]

=====

Which one sits at the top of the stability order? ii does.

=====

--- i ---
Formula: C5H38NO13
Source: the Open Molecules 2025 dataset
Level of theory: ωB97M-V with the def2-TZVPD basis set

Geometry as XYZ:
```
57
Properties=species:S:1:pos:R:3:nbo_charge:R:1
C -0.3542 0.2766 0.9303 -0.226
C 0.5766 -0.3275 1.9837 -0.422
C 0.5460 -1.8363 2.0451 -0.495
C -1.5687 -1.6834 3.3708 -0.460
C -0.7176 -2.4122 2.6422 -0.147
N 0.3791 0.3415 -0.4270 -0.694
H -1.1816 -0.4222 0.7597 0.232
H -0.5146 1.2966 1.2498 0.247
H 0.3359 0.1257 2.9491 0.234
H 1.6071 -0.0240 1.7977 0.210
H 0.8602 -2.2785 1.0852 0.240
H 1.3638 -2.2266 2.6804 0.242
H -1.6005 -0.6560 3.6820 0.212
H -2.3428 -2.3684 3.7193 0.211
H -0.8655 -3.4657 2.4388 0.210
H 0.2814 -0.6088 -0.7862 0.442
H 1.3310 0.7091 -0.4763 0.443
H -0.1273 0.9951 -1.0315 0.456
H 1.7746 3.4637 -1.7755 0.510
H 0.8733 3.2131 -3.1895 0.511
O 1.2081 2.8868 -2.3410 -1.014
H 0.5680 3.2373 0.8695 0.518
H 1.7338 3.4934 1.9058 0.489
O 1.5082 3.1069 1.0729 -1.016
H 4.5513 -1.2211 0.7501 0.480
H 3.1263 -0.9739 0.3496 0.470
O 3.7480 -1.6873 0.5695 -0.951
H -3.9817 -0.9770 -1.3454 0.477
H -3.2201 -0.0752 -2.2204 0.481
O -4.0533 -0.0997 -1.6911 -0.943
H 3.3463 1.6647 0.2938 0.516
H 2.7644 1.4790 -1.2002 0.483
O 3.4164 1.1703 -0.5658 -0.981
H 3.0616 -0.2671 -2.3946 0.511
H 1.8917 -1.2014 -3.1447 0.494
O 2.1349 -0.4444 -2.6298 -1.000
H -0.6545 4.0681 -0.9249 0.479
H -2.0329 3.6272 -0.4349 0.511
O -1.1864 3.9919 -0.0938 -0.994
H -1.4774 3.5964 2.0913 0.494
H -0.5340 4.2500 3.1257 0.485
O -0.5716 3.5832 2.4275 -0.971
H 2.3059 -4.1642 -0.0953 0.496
H 2.2025 -3.0994 -0.9302 0.478
O 1.5979 -3.5845 -0.3452 -0.951
H -3.3747 1.4313 -1.0662 0.498
H -4.3529 2.6441 -1.0943 0.492
O -3.4441 2.3743 -0.8558 -0.999
H -1.8092 -0.9805 -3.1341 0.485
H -1.0367 -1.5543 -1.9492 0.504
O -1.3333 -0.7373 -2.3274 -0.990
H -2.1645 -2.9710 -0.4587 0.507
H -2.4782 -1.6850 0.4235 0.494
O -1.8624 -2.0952 -0.1703 -0.987
H 0.2892 -3.6206 -2.7386 0.474
H -0.0574 -3.5892 -1.2538 0.498
O -0.4856 -3.6883 -2.1217 -0.971
```

Summary:
Charge ... +1
E_LUMO ... -2.66 eV

=====

--- ii ---
Formula: C5H38NO13
Source: the Open Molecules 2025 dataset
Level of theory: ωB97M-V with the def2-TZVPD basis set

Geometry as XYZ:
```
57
Properties=species:S:1:pos:R:3:nbo_charge:R:1
C 0.4086 1.9862 -0.8720 -0.633
C 0.0951 0.7331 -0.0704 -0.020
N 1.0457 -0.4110 -0.5765 -0.558
C 1.4868 -1.2082 0.6549 -0.241
C 1.4678 -0.1699 1.7847 -0.421
C 0.3607 0.7928 1.4007 -0.463
H -0.4212 2.6588 -0.6287 0.224
H 0.4758 1.5894 -1.8902 0.232
H 1.3492 2.5136 -0.7111 0.233
H -0.9150 0.4557 -0.3851 0.224
H 1.8863 -0.1364 -1.0765 0.457
H 0.3933 -0.9774 -1.1239 0.476
H 0.9181 -2.0911 0.8121 0.252
H 2.5205 -1.5743 0.5809 0.218
H 1.4085 -0.7149 2.7256 0.244
H 2.3280 0.5105 1.8049 0.227
H 0.7132 1.7928 1.6365 0.233
H -0.4816 0.5391 2.0491 0.252
H -3.8822 -2.9387 -2.3230 0.488
H -3.4446 -1.7378 -1.6799 0.488
O -3.2287 -2.6966 -1.6470 -0.992
H -2.1080 -0.3069 3.9910 0.504
H -2.0177 1.1059 3.2619 0.499
O -1.7519 0.5856 4.0242 -0.990
H -3.3764 0.3817 -2.2779 0.521
H -4.4597 -0.1978 -1.2783 0.482
O -3.5461 0.0793 -1.3723 -0.980
H 3.3035 1.4320 -2.1166 0.500
H 2.9239 1.3978 -3.5528 0.481
O 2.6914 0.9687 -2.7198 -0.982
H 2.8454 2.0792 3.6561 0.511
H 3.5093 3.1155 2.7380 0.469
O 3.5343 2.1953 2.9839 -0.976
H 0.7464 2.2445 5.0671 0.485
H 0.0594 1.3790 3.9756 0.509
O 0.8679 1.8560 4.2097 -0.998
H -2.0617 -1.1074 -3.9550 0.489
H -2.0402 0.3288 -4.5186 0.485
O -2.6060 -0.3295 -4.1151 -0.973
H -3.0795 -2.0532 1.8076 0.471
H -1.6071 -2.5889 2.0433 0.498
O -2.3319 -2.0637 2.4068 -0.971
H -0.7784 -3.8745 -0.2684 0.492
H -1.6517 -2.6211 -0.1453 0.494
O -0.8045 -2.9962 0.1249 -0.975
H -3.4359 0.8341 1.2008 0.485
H -3.0497 2.3243 0.9590 0.486
O -3.0354 1.6123 1.5864 -0.960
H 3.2903 -1.4516 -2.5609 0.483
H 2.7928 -1.1797 -4.0729 0.488
O 2.6183 -1.5770 -3.2244 -0.968
H -1.3902 -2.3628 -2.5650 0.493
H 0.0421 -2.5325 -3.1190 0.498
O -0.5525 -1.9167 -2.7112 -0.980
H 3.6694 1.8063 0.6318 0.501
H 4.4600 2.6305 -0.2387 0.486
O 3.8460 1.8868 -0.3208 -0.978
```

Summary:
Charge ... +1
E_LUMO ... -2.58 eV

=====

Which one sits at the top of the stability order? ii does.

=====

--- i ---
Formula: CH10O5
Source: the Open Molecules 2025 dataset
Level of theory: ωB97M-V with the def2-TZVPD basis set

Geometry as XYZ:
```
16
Properties=species:S:1:pos:R:3:nbo_charge:R:1
C 1.3512 -1.2915 -2.1214 0.277
O 2.2205 -1.4400 -1.3106 -0.489
H 1.2985 -0.3973 -2.7652 0.101
H 0.5613 -2.0496 -2.2596 0.110
O -2.4541 -3.5821 1.1254 -0.947
H -3.4054 -3.6726 1.2657 0.459
H -2.3374 -2.6509 0.8834 0.485
O -2.4893 -0.5531 0.6557 -0.949
H -3.3659 -0.5514 1.0645 0.469
H -2.3653 0.3842 0.4540 0.483
O 2.3005 4.1833 -1.3970 -0.935
H 1.9108 3.4000 -0.9944 0.468
H 1.7920 4.9316 -1.0738 0.468
O -0.0024 1.9302 2.3074 -0.938
H 0.5694 2.6103 1.9272 0.465
H 0.1869 1.9545 3.2510 0.473
```

Summary:
Charge ... 0
E_LUMO ... 0.11 eV
SMILES string ... C=O.O.O.O.O

=====

--- ii ---
Formula: CH10O5
Source: the Open Molecules 2025 dataset
Level of theory: ωB97M-V with the def2-TZVPD basis set

Geometry as XYZ:
```
16
Properties=species:S:1:pos:R:3:nbo_charge:R:1
C 1.5037 -2.2427 -0.0584 0.311
O 1.1494 -1.7307 1.0166 -0.565
H 2.5117 -2.7896 -0.2604 0.127
H 0.7420 -2.5122 -0.8391 0.136
O 0.0073 -0.1647 2.8891 -0.981
H 0.4596 -0.8874 2.4598 0.502
H 0.4355 -0.0392 3.7937 0.480
O -0.7311 1.8966 0.7981 -0.977
H -1.3833 2.1649 1.5207 0.477
H -0.2726 1.1443 1.3201 0.513
O 0.5655 0.1564 -2.9414 -0.974
H -0.1362 0.4732 -2.3987 0.495
H 1.2448 0.8516 -3.0384 0.471
O -1.8874 1.4285 -1.6863 -0.999
H -1.6716 1.5284 -0.7201 0.511
H -2.5374 0.7226 -1.8553 0.472
```

Summary:
Charge ... 0
E_LUMO ... 0.05 eV
SMILES string ... C=O.O.O.O.O

=====

Which one sits at the top of the stability order? ii does.

=====

--- i ---
Formula: CH3N3S
Source: the Open Molecules 2025 dataset
Level of theory: ωB97M-V with the def2-TZVPD basis set

Geometry as XYZ:
```
8
Properties=species:S:1:pos:R:3:nbo_charge:R:1
C -0.6705 0.0723 -0.2154 -0.224
N -1.5040 0.3114 -1.2665 -0.216
N -1.3476 2.4874 -0.9308 -0.658
N 0.5633 0.9101 -0.3381 -0.834
S 0.1368 2.4291 -0.8567 1.095
H -1.0517 0.2828 0.8981 0.191
H -0.2107 -0.9744 -0.3895 0.259
H 1.1681 0.5145 -1.0636 0.386
```

Summary:
Charge ... 0
E_LUMO (alpha / beta) ... -1.07 / -0.99 eV

=====

--- ii ---
Formula: CH3N3S
Source: the Open Molecules 2025 dataset
Level of theory: ωB97M-V with the def2-TZVPD basis set

Geometry as XYZ:
```
8
Properties=species:S:1:pos:R:3:nbo_charge:R:1
C 1.7519 0.0769 -0.5086 -0.451
N -2.1052 -1.0429 -1.3059 -0.116
N -2.2090 -1.0023 -0.1904 0.273
N -2.1627 -1.0530 0.9859 -0.569
S 2.1416 -1.4323 0.0600 0.055
H 1.1075 0.1178 -1.3344 0.190
H 2.0779 1.0090 0.0855 0.204
H -2.7219 -0.7264 1.7418 0.413
```

Summary:
Charge ... 0
E_LUMO ... -0.49 eV

=====

Which one sits at the top of the stability order? ii does.